# 1
C4H8FN3O4 | ωB97M-V with the def2-TZVPD basis set

Computed properties:
- net charge = 0
- E_HOMO (spin up / spin down) (eV) = -8.981 / -8.982
- HOMO-LUMO gap (spin up / spin down) (eV) = 8.112 / 8.113

CARTESIAN COORDINATES (ANGSTROEM)
H (-0.908, -1.180, 1.404)
H (-0.831, 0.837, 2.346)
H (0.415, 1.864, 1.525)
N (2.177, -1.303, 0.379)
N (0.907, -0.845, -1.617)
C (-0.948, -0.636, 0.560)
O (2.639, -2.311, 0.873)
O (2.701, -0.224, 0.451)
H (-2.159, 1.907, -0.777)
H (-1.338, 2.348, 1.761)
C (-1.252, 1.365, -0.876)
O (1.100, 0.360, -1.709)
N (-1.073, 0.700, 0.399)
H (-1.351, -1.222, -0.322)
O (0.507, -1.582, -2.506)
C (1.020, -1.434, -0.330)
H (-1.177, 0.664, -1.725)
H (-0.250, 1.853, -0.990)
F (0.527, -2.657, -0.365)
C (-0.708, 1.495, 1.520)

=====

# 2
C44H68O31S3 | ωB97M-V with the def2-TZVPD basis set

Computed properties:
- net charge = -2
- E_HOMO (eV) = -3.752
- HOMO-LUMO gap (eV) = 6.854

CARTESIAN COORDINATES (ANGSTROEM)
O (6.790, 13.363, 11.135)
C (10.402, 3.440, 9.963)
C (12.751, 9.255, 17.569)
H (13.416, 6.524, 8.357)
C (13.077, 15.433, 10.939)
O (12.748, 10.067, 5.580)
H (13.573, 11.409, 19.165)
O (8.596, 3.748, 7.074)
C (12.966, 10.492, 6.921)
H (15.677, 8.749, 16.005)
O (12.794, 11.230, 14.805)
C (9.302, 12.323, 11.030)
H (10.322, 7.510, 13.334)
H (10.702, 12.669, 16.769)
H (14.783, 6.498, 7.275)
H (16.272, 9.825, 14.700)
C (13.071, 11.999, 6.801)
C (14.362, 14.859, 14.780)
H (8.878, 11.332, 10.876)
H (10.883, 9.277, 14.705)
O (14.105, 15.956, 8.933)
C (10.827, 4.807, 9.428)
C (11.934, 5.666, 15.991)
S (10.146, 14.977, 16.389)
O (13.392, 12.161, 5.398)
C (15.181, 13.637, 15.292)
H (9.540, 9.358, 11.613)
C (13.224, 10.986, 4.740)
C (11.670, 15.038, 11.308)
H (11.795, 13.718, 6.831)
H (8.977, 13.092, 8.317)
C (12.452, 5.606, 14.551)
H (14.776, 6.728, 11.542)
H (12.040, 4.697, 16.485)
C (12.776, 11.680, 18.461)
O (13.823, 4.138, 13.455)
C (9.299, 3.941, 8.018)
C (16.175, 14.534, 13.448)
H (10.996, 15.150, 10.458)
H (16.472, 6.554, 14.779)
H (16.791, 10.075, 16.285)
H (13.454, 12.075, 17.696)
H (7.990, 9.211, 12.383)
O (12.511, 11.836, 10.258)
O (10.457, 8.269, 19.994)
O (18.992, 9.033, 14.677)
H (14.922, 14.344, 17.328)
O (16.862, 14.638, 12.481)
C (12.970, 10.753, 13.672)
H (10.866, 5.889, 16.012)
C (15.598, 13.711, 16.749)
H (10.010, 3.639, 10.962)
C (13.259, 9.243, 13.408)
H (9.926, 16.816, 14.972)
O (17.757, 4.495, 10.431)
H (11.154, 6.874, 10.205)
H (11.409, 10.795, 17.053)
H (11.645, 13.977, 11.559)
C (12.612, 11.009, 11.225)
H (10.175, 12.441, 10.386)
C (9.493, 8.196, 13.508)
C (12.627, 11.539, 12.508)
H (13.774, 15.252, 11.756)
C (12.544, 3.869, 13.113)
O (14.176, 18.177, 9.192)
C (17.311, 7.006, 14.246)
C (13.529, 14.858, 9.633)
H (11.226, 2.733, 9.986)
H (11.334, 15.609, 12.173)
O (9.453, 2.998, 9.002)
C (14.396, 6.055, 8.187)
H (7.401, 13.768, 8.210)
H (14.255, 4.772, 15.403)
O (13.737, 8.536, 14.323)
C (11.696, 12.648, 7.047)
S (17.981, 8.213, 15.406)
H (13.785, 9.457, 17.849)
O (8.650, 14.888, 16.516)
C (13.827, 17.104, 9.572)
C (14.692, 5.989, 10.746)
H (12.638, 8.919, 16.544)
C (10.714, 5.905, 10.456)
H (9.468, 10.265, 14.065)
S (8.144, 13.668, 10.545)
C (11.093, 8.868, 19.190)
H (11.474, 16.079, 14.676)
H (11.534, 12.554, 8.124)
O (15.188, 15.382, 13.747)
O (15.639, 4.954, 11.017)
O (11.693, 4.654, 13.804)
O (16.356, 13.694, 14.475)
O (9.129, 8.966, 15.688)
H (14.159, 13.971, 9.673)
C (11.964, 10.504, 17.947)
H (10.867, 12.323, 6.420)
O (12.070, 8.290, 18.436)
O (9.950, 5.051, 8.331)
C (15.192, 6.532, 9.410)
O (13.112, 16.860, 10.687)
C (8.372, 7.876, 15.503)
C (8.926, 8.670, 12.192)
H (14.550, 12.758, 15.131)
H (11.887, 4.713, 9.174)
H (14.488, 5.987, 14.051)
C (16.545, 9.263, 15.595)
O (12.256, 3.006, 12.348)
H (16.622, 14.041, 16.918)
C (8.015, 13.118, 8.836)
H (12.345, 12.563, 12.702)
H (13.943, 10.134, 7.257)
C (9.810, 9.338, 14.523)
H (8.594, 7.854, 11.550)
C (13.049, 8.702, 12.112)
O (13.509, 10.784, 3.600)
H (18.062, 6.252, 14.024)
H (10.686, 12.936, 14.952)
H (13.681, 5.586, 10.705)
H (9.512, 12.437, 12.092)
O (8.555, 7.391, 14.269)
H (12.288, 6.625, 14.196)
H (13.111, 7.646, 11.921)
H (12.126, 10.121, 7.497)
O (16.516, 5.974, 9.275)
O (11.005, 10.180, 18.941)
H (11.917, 13.561, 15.899)
C (16.745, 5.111, 10.255)
H (12.666, 14.528, 9.044)
H (7.572, 12.124, 8.752)
H (13.365, 14.669, 14.385)
H (9.962, 15.287, 14.007)
H (13.783, 12.511, 7.437)
H (15.574, 12.738, 17.246)
C (10.416, 15.856, 14.814)
H (16.953, 7.441, 13.313)
O (12.772, 8.942, 9.885)
H (12.473, 6.445, 16.527)
H (15.168, 7.615, 9.297)
H (11.251, 5.649, 11.379)
C (10.839, 13.359, 15.944)
C (12.850, 9.538, 11.008)
H (14.253, 15.613, 15.563)
C (13.905, 5.158, 14.446)
H (14.205, 4.982, 8.187)
H (12.102, 12.403, 18.911)
H (9.712, 6.043, 10.871)
O (7.643, 7.443, 16.340)

=====

# 3
C14H15N3O3 | ωB97M-V with the def2-TZVPD basis set

Computed properties:
- net charge = 0
- E_HOMO (eV) = -8.446
- SMILES string = CCOc1ccc(N2C(=O)C[C@@H](NCC#N)C2=O)cc1
- HOMO-LUMO gap (eV) = 9.059

CARTESIAN COORDINATES (ANGSTROEM)
C (-0.044, -1.816, 0.063)
H (4.992, -2.428, 2.393)
C (-3.153, 1.678, -0.569)
H (2.674, 0.347, 1.737)
C (-3.154, 0.730, -1.777)
C (-0.191, -0.437, 0.154)
C (2.083, -1.658, 1.194)
C (0.797, 0.328, 0.753)
H (4.494, -0.803, 1.883)
H (-3.982, 0.012, -1.685)
H (-1.452, 0.894, -3.982)
C (-1.270, 2.700, -2.972)
H (2.892, -0.733, 3.850)
H (-0.807, -2.412, -0.412)
C (-1.865, -0.077, -1.613)
C (4.163, -1.715, 2.393)
H (0.684, 1.398, 0.816)
C (3.739, -1.415, 3.828)
H (-4.106, 1.724, -0.043)
H (-3.978, 2.066, -3.068)
H (-2.877, 2.695, -0.857)
N (-1.356, 0.193, -0.362)
O (-1.375, -0.824, -2.418)
H (1.222, -3.484, 0.510)
C (1.085, -2.416, 0.574)
H (-2.344, 2.251, -4.699)
C (1.925, -0.277, 1.276)
N (-0.694, 3.416, -2.290)
H (3.449, -2.336, 4.326)
C (-2.064, 1.774, -3.755)
C (-2.070, 1.150, 0.346)
O (-1.851, 1.475, 1.479)
O (3.148, -2.363, 1.651)
N (-3.282, 1.330, -3.093)
H (4.568, -0.967, 4.368)

=====

# 4
C5H17NO3 | ωB97M-V with the def2-TZVPD basis set

Computed properties:
- net charge = 0
- E_HOMO (eV) = -7.814
- SMILES string = C/C=C(\C)NC.O.O.O
- HOMO-LUMO gap (eV) = 8.322

CARTESIAN COORDINATES (ANGSTROEM)
H (-2.146, 1.515, -0.194)
H (0.220, 1.955, 1.988)
H (-3.049, 1.296, 1.164)
H (-2.983, -1.916, -2.154)
H (-0.048, -1.235, -2.535)
H (2.091, -2.648, 0.539)
C (0.083, -0.024, 0.555)
C (2.138, -1.553, 0.711)
H (1.401, 0.325, -1.156)
H (-0.249, 1.093, -1.322)
H (2.884, -1.428, 1.503)
H (1.212, -0.876, -3.209)
H (-2.114, -0.653, -1.795)
H (0.372, -1.492, 1.970)
C (0.539, 0.741, -0.648)
O (0.884, -1.493, -2.539)
H (-1.042, -0.065, 2.135)
H (2.434, -1.169, -0.272)
H (1.700, 1.702, 1.612)
N (-1.141, 0.279, 1.191)
H (-1.698, 2.374, 1.273)
C (-1.980, 1.381, 0.881)
O (-2.442, -1.206, -2.515)
O (1.101, 2.343, 2.016)
C (0.872, -0.946, 1.143)
H (0.963, 1.702, -0.344)

=====

# 5
C4H8N2O | ωB97M-V with the def2-TZVPD basis set

Computed properties:
- net charge = 0
- E_HOMO (eV) = -8.198
- SMILES string = C=C(N)O.C1=NC1
- HOMO-LUMO gap (eV) = 9.033

CARTESIAN COORDINATES (ANGSTROEM)
H (1.040, -0.335, 2.402)
C (1.088, 0.111, 1.415)
N (-1.294, 1.615, -0.357)
C (-2.010, 0.542, -1.165)
H (1.328, 0.827, -1.070)
H (-2.901, 0.857, -1.706)
H (1.391, -2.286, 1.230)
H (0.968, 1.184, 1.328)
C (-1.912, 0.722, 0.265)
O (1.416, -1.987, 0.314)
C (1.255, -0.637, 0.314)
H (1.876, -0.672, -1.598)
N (1.234, -0.175, -0.993)
H (-1.368, -0.182, -1.663)
H (-2.111, 0.415, 1.284)

=====

# 6
C7H14N3O | ωB97M-V with the def2-TZVPD basis set

Computed properties:
- net charge = +1
- E_HOMO (eV) = -11.546
- SMILES string = C=N/C(C)=C(N)\[NH+]=C(/C)OC
- HOMO-LUMO gap (eV) = 7.875

CARTESIAN COORDINATES (ANGSTROEM)
C (-1.801, -0.362, -0.138)
H (1.316, -0.626, 1.819)
H (-1.047, 2.870, -0.899)
H (-3.361, -1.015, 1.077)
H (4.278, -0.411, -1.231)
H (-3.928, -0.846, -0.404)
H (-0.059, 0.415, 1.619)
H (-0.009, -3.058, -0.882)
H (1.596, 1.097, 1.661)
C (-3.200, -0.406, 0.295)
O (2.251, -0.007, -0.880)
C (1.248, 0.290, -0.175)
C (0.951, 0.339, 1.364)
C (-0.291, -2.141, -0.235)
H (-2.573, 2.190, -0.597)
H (3.469, -0.915, 0.591)
H (-3.387, 0.619, 0.709)
N (-1.328, -1.572, -0.657)
C (3.576, -0.188, -0.312)
N (-1.566, 2.154, -0.424)
C (-1.112, 0.803, -0.452)
N (0.230, 0.774, -0.849)
H (4.071, 0.687, 0.148)
H (0.279, 1.297, -1.726)
H (0.398, -1.990, 0.582)

=====

# 7
C38H67N4O2PbSSbSi2Te | ωB97M-V with the def2-TZVPD basis set

Computed properties:
- net charge = +2
- E_HOMO (eV) = -12.936
- HOMO-LUMO gap (eV) = 7.644

CARTESIAN COORDINATES (ANGSTROEM)
C (3.288, 1.647, -5.646)
C (-3.534, 0.024, 4.961)
C (-1.754, -2.488, 1.049)
H (-0.151, -0.822, 3.554)
C (3.902, -3.154, 2.091)
C (-2.502, 2.138, 3.460)
H (3.578, -4.248, -0.329)
H (2.924, 4.119, -0.430)
H (-3.976, -0.779, 5.543)
H (2.304, -6.401, -0.041)
H (4.244, -1.427, -4.564)
H (-4.061, 1.492, 6.412)
Si (1.054, 5.021, -1.891)
H (1.616, -5.450, -1.345)
C (-3.618, 1.332, 5.431)
H (-0.698, -2.329, 1.277)
H (-1.261, -2.642, 4.714)
C (3.812, -0.825, -3.761)
H (0.839, -5.503, 0.234)
H (6.064, 2.540, -4.194)
H (1.122, -2.669, 6.672)
C (-0.189, 5.452, -0.519)
H (1.435, -4.165, -3.867)
H (3.866, -1.384, 0.940)
H (1.783, 0.382, 4.609)
H (2.916, 5.865, -0.581)
C (-3.764, -0.652, -2.774)
C (-2.438, 0.826, 2.978)
H (-0.410, -0.409, 5.244)
Te (1.176, 1.505, -2.566)
C (-3.085, 2.388, 4.691)
H (-2.917, -1.244, 3.344)
H (-4.543, -0.649, -3.540)
H (0.112, 6.389, -0.044)
H (-4.630, -0.815, 0.365)
H (-5.522, -3.078, 0.506)
H (-4.803, 1.152, 1.527)
S (2.467, 0.689, 2.096)
H (-1.603, -2.463, -3.835)
H (6.438, 0.926, -4.794)
H (2.258, -3.100, -2.831)
H (-2.130, 2.957, 2.859)
C (5.909, 1.472, -4.003)
H (1.965, -0.940, 5.741)
C (-2.595, -1.407, 0.766)
H (-0.022, -3.964, 6.564)
C (-2.945, -0.232, 3.725)
H (-0.618, 3.401, -2.689)
H (-1.617, -4.597, 1.353)
C (3.262, 1.910, -2.531)
C (0.106, -2.889, 6.359)
C (2.812, -0.947, 2.573)
C (-0.187, -2.501, 4.904)
C (-2.271, -3.778, 1.127)
H (3.346, 2.985, -2.569)
C (2.783, 4.943, -1.137)
H (-3.133, 1.385, -3.005)
H (-3.155, 3.389, 5.073)
H (1.959, -4.094, 2.257)
C (-4.560, 1.855, 0.738)
H (4.840, -3.318, 1.555)
H (3.597, 4.908, -1.862)
H (-3.344, -1.668, -2.735)
H (-1.950, 2.869, -1.204)
H (-1.210, 5.582, -0.890)
H (1.377, 7.287, -2.934)
H (-2.295, 0.242, -4.073)
C (-3.902, 3.799, -1.179)
C (-3.633, -3.986, 0.904)
N (2.473, -1.394, 3.780)
H (-4.228, -0.449, -1.814)
H (0.315, -3.225, 4.224)
Sb (-1.892, 0.569, 0.969)
H (-1.127, -0.478, -2.306)
H (3.684, 1.553, -1.586)
C (2.893, -4.238, 1.692)
H (3.312, -5.203, 2.015)
C (-3.295, 1.882, 0.164)
H (-4.056, -4.984, 1.007)
C (1.631, -0.684, 4.742)
H (4.294, -1.135, -2.824)
C (0.317, -2.622, -3.120)
C (-5.503, 2.793, 0.338)
C (1.795, -5.472, -0.276)
H (2.224, 1.398, -5.771)
H (2.096, -3.340, -0.093)
C (-2.958, 2.854, -0.804)
H (3.432, 2.718, -5.761)
H (4.164, -3.235, 3.148)
H (-0.780, -3.895, -4.333)
C (0.166, -1.051, 4.578)
H (-5.860, 4.551, -0.851)
N (1.386, -3.455, -3.157)
C (-4.453, -2.913, 0.630)
C (-5.157, 3.775, -0.592)
H (-6.475, 2.812, 0.828)
C (1.056, 6.303, -3.283)
H (6.401, 1.261, -3.052)
H (-3.666, 4.549, -1.909)
H (0.647, 3.614, -3.878)
H (0.059, 6.443, -3.716)
C (0.468, 3.462, -2.811)
N (3.486, -1.791, 1.770)
H (2.750, -1.081, -3.697)
H (2.696, -2.346, 4.023)
O (0.333, -1.563, -2.474)
H (-0.204, 4.677, 0.252)
C (2.605, -4.261, 0.190)
H (-0.573, -2.339, 7.011)
N (-0.788, -3.048, -3.773)
Pb (0.907, -0.182, -0.073)
O (-1.646, 0.327, -2.105)
C (-3.938, -1.626, 0.549)
H (3.804, 1.149, -6.475)
H (1.719, 6.037, -4.109)
C (-2.716, 0.386, -3.072)
Si (4.075, 1.039, -4.030)

=====

# 8
C3H3NO2 | ωB97M-V with the def2-TZVPD basis set

Computed properties:
- net charge = 0
- E_HOMO (eV) = -11.484
- HOMO-LUMO gap (eV) = 12.212

CARTESIAN COORDINATES (ANGSTROEM)
O (0.283, 0.041, -0.944)
H (0.414, 0.847, 0.962)
C (0.848, 0.055, 0.354)
N (0.538, -1.157, 1.026)
O (-1.617, 1.006, -0.156)
C (-0.097, -1.914, 1.669)
C (-0.978, 0.520, -1.046)
H (-1.311, 0.401, -2.085)
H (1.921, 0.201, 0.220)

=====

Which value of net charge does entry 2 give?
-2

=====

What is the formula in the fifth record?
C4H8N2O